The following is a DFT calculation (the ωB97M-V functional and the def2-TZVPD basis) of a 16-piece molecular cluster, C54H141N13O29 overall at a distorted geometry.

The LUMO energy comes out at -0.3824 eV. The HOMO energy is -8.4 eV. The calculated total energy is -5034.7720 Eh.

Last column: Löwdin charge in e.
Positions of all 237 atoms, in Å:
C -25.18 11.38 0.78  -0.0632
C -23.76 10.74 0.94  -0.3224
O -23.44 10.70 2.31  -0.0719
H -25.41 11.30 -0.28  0.0385
H -25.22 12.39 1.21  0.0723
H -25.80 10.77 1.44  0.0668
H -23.04 11.41 0.46  0.0888
H -23.59 9.81 0.39  0.0974
H -22.84 11.41 2.53  0.0866
C -28.63 2.32 -4.13  -0.0808
C -28.52 3.82 -4.10  -0.3056
O -28.77 4.26 -2.75  -0.1057
H -28.22 1.82 -5.00  0.0608
H -29.70 2.12 -4.14  0.0641
H -28.14 1.94 -3.24  0.0753
H -29.11 4.33 -4.86  0.1145
H -27.47 4.01 -4.32  0.0790
H -29.69 4.54 -2.73  0.0193
C -24.93 6.85 2.53  -0.0653
C -26.45 6.74 2.68  -0.3130
O -27.08 6.80 1.42  -0.1085
H -24.57 5.90 2.14  0.0541
H -24.43 7.01 3.49  0.0752
H -24.59 7.64 1.86  0.0628
H -26.80 7.56 3.31  0.1015
H -26.70 5.79 3.16  0.1108
H -27.71 6.08 1.41  0.0181
C -19.62 10.83 -3.17  -0.0615
O -19.84 10.60 -1.75  -0.2139
C -20.83 9.61 -1.33  -0.1697
C -20.60 9.54 0.19  -0.2243
N -19.28 9.09 0.62  -0.0518
C -19.00 9.40 2.02  -0.1827
C -17.44 9.40 2.23  -0.2017
O -17.19 10.04 3.49  -0.2112
C -15.79 10.14 3.82  -0.1002
H -18.89 11.62 -3.37  0.0797
H -20.57 11.11 -3.63  0.0760
H -19.05 9.97 -3.52  0.0677
H -20.64 8.67 -1.85  0.0999
H -21.88 9.88 -1.43  0.0945
H -21.42 8.89 0.50  0.1086
H -20.87 10.47 0.69  0.0997
H -18.68 9.59 -0.02  0.0951
H -19.49 8.74 2.75  0.1216
H -19.34 10.41 2.25  0.1050
H -16.89 9.88 1.42  0.1176
H -17.17 8.35 2.33  0.1159
H -15.19 9.24 3.72  0.0797
H -15.74 10.42 4.87  0.0832
H -15.38 10.91 3.16  0.0813
C -26.47 12.59 -13.03  -0.1199
O -26.32 11.68 -12.00  -0.2019
C -25.20 11.89 -11.20  -0.2272
C -25.03 10.61 -10.28  -0.1680
N -26.05 10.68 -9.24  -0.0679
C -25.90 9.63 -8.25  -0.2395
C -26.79 9.91 -7.05  -0.1905
O -26.72 8.79 -6.15  -0.2308
C -27.57 8.91 -4.97  -0.0662
H -27.46 12.55 -13.48  0.0919
H -25.68 12.38 -13.76  0.0888
H -26.30 13.58 -12.61  0.0854
H -25.30 12.81 -10.63  0.1161
H -24.30 12.08 -11.79  0.1118
H -24.05 10.63 -9.81  0.1164
H -25.16 9.73 -10.91  0.1164
H -26.98 10.54 -9.61  0.1112
H -24.85 9.56 -7.95  0.0900
H -26.06 8.64 -8.69  0.1171
H -27.82 10.11 -7.37  0.1221
H -26.35 10.80 -6.60  0.1189
H -27.35 7.92 -4.56  0.0673
H -28.63 9.11 -5.16  0.0888
H -27.22 9.58 -4.19  0.0687
C -26.87 3.01 -13.23  -0.1360
O -26.65 1.65 -13.42  -0.2116
C -25.75 1.00 -12.43  -0.1661
C -26.44 0.88 -11.09  -0.2526
N -26.10 1.95 -10.19  -0.0654
C -26.70 1.79 -8.84  -0.1747
C -26.16 2.81 -7.82  -0.2030
O -26.56 4.17 -8.07  -0.1807
C -26.08 5.13 -7.14  -0.0958
H -25.88 3.44 -13.11  0.0915
H -27.55 3.18 -12.39  0.0773
H -27.39 3.40 -14.11  0.0900
H -24.79 1.51 -12.34  0.1179
H -25.53 0.02 -12.84  0.1167
H -26.27 -0.11 -10.68  0.1183
H -27.50 0.88 -11.34  0.1204
H -26.35 2.84 -10.60  0.0899
H -26.61 0.74 -8.56  0.1185
H -27.76 1.98 -9.00  0.1154
H -25.09 2.69 -7.70  0.1074
H -26.62 2.47 -6.89  0.0988
H -25.01 5.31 -7.28  0.0803
H -26.25 4.82 -6.10  0.0662
H -26.50 6.12 -7.32  0.0776
C -19.88 5.59 -0.78  -0.0877
O -19.22 5.05 -1.93  -0.1906
C -20.05 4.67 -3.03  -0.1781
C -20.76 5.86 -3.82  -0.1752
N -20.02 6.42 -5.00  -0.0609
C -18.67 6.87 -4.57  -0.1796
C -17.99 7.72 -5.67  -0.2114
O -18.70 8.91 -5.95  -0.1922
C -18.01 9.75 -6.78  -0.1471
H -20.43 4.82 -0.24  0.0806
H -20.57 6.40 -1.00  0.0644
H -19.18 5.95 -0.03  0.0818
H -20.83 4.03 -2.61  0.0969
H -19.53 4.04 -3.75  0.1137
H -21.01 6.70 -3.17  0.0817
H -21.73 5.57 -4.22  0.0840
H -20.49 7.24 -5.36  0.0475
H -18.10 5.98 -4.29  0.1183
H -18.83 7.54 -3.72  0.1058
H -17.97 7.04 -6.52  0.1180
H -16.95 7.85 -5.35  0.1207
H -18.68 10.56 -7.09  0.0917
H -17.65 9.23 -7.66  0.0878
H -17.15 10.24 -6.32  0.0871
C -31.77 5.12 4.30  -0.0907
O -30.67 6.04 4.23  -0.1957
C -30.52 6.71 2.97  -0.1973
C -30.24 5.78 1.79  -0.1960
N -29.14 4.79 1.97  -0.0575
C -29.04 3.90 0.82  -0.1814
C -27.71 3.06 0.83  -0.1890
O -27.71 2.26 2.02  -0.1902
C -26.63 1.32 2.09  -0.0830
H -32.65 5.66 3.95  0.0900
H -31.87 4.72 5.30  0.0896
H -31.56 4.25 3.67  0.0721
H -29.73 7.46 3.11  0.1138
H -31.36 7.38 2.82  0.1200
H -29.89 6.43 0.99  0.0999
H -31.18 5.35 1.45  0.1082
H -29.47 4.18 2.70  0.1023
H -29.01 4.59 -0.03  0.1047
H -29.92 3.26 0.84  0.1129
H -26.84 3.70 0.73  0.1024
H -27.69 2.48 -0.09  0.1078
H -25.71 1.86 1.85  0.0813
H -26.79 0.45 1.46  0.0877
H -26.50 1.05 3.14  0.0873
C -26.75 13.55 -1.09  -0.1521
O -27.25 14.26 0.00  -0.2017
C -26.37 15.31 0.45  -0.1798
C -26.85 15.97 1.75  -0.2138
N -28.00 16.82 1.56  -0.0659
C -28.57 17.33 2.82  -0.2175
C -27.74 18.36 3.60  -0.2177
O -28.60 19.05 4.58  -0.1815
C -27.85 20.14 5.20  -0.0988
H -27.25 12.59 -1.25  0.0836
H -25.69 13.37 -0.92  0.0517
H -26.81 14.17 -1.98  0.0907
H -26.30 16.03 -0.36  0.1255
H -25.43 14.78 0.63  0.1095
H -26.04 16.55 2.19  0.1167
H -27.14 15.19 2.45  0.1201
H -28.67 16.20 1.13  0.1055
H -28.84 16.53 3.50  0.1126
H -29.51 17.82 2.61  0.1202
H -27.36 18.98 2.79  0.1158
H -26.79 17.94 3.92  0.1087
H -27.75 20.93 4.45  0.0832
H -26.87 19.83 5.54  0.0777
H -28.34 20.50 6.10  0.0817
C -33.58 0.92 -3.20  -0.1211
O -33.32 2.24 -2.88  -0.1836
C -32.40 2.31 -1.83  -0.2063
C -32.17 3.86 -1.47  -0.1194
N -31.78 4.75 -2.62  -0.0745
C -31.82 6.16 -2.34  -0.2134
C -31.55 7.04 -3.56  -0.2250
O -32.58 6.87 -4.47  -0.1877
C -32.39 7.62 -5.65  -0.1053
H -34.45 0.81 -3.86  0.0893
H -33.83 0.40 -2.28  0.0885
H -32.76 0.47 -3.76  0.0886
H -31.45 1.91 -2.17  0.1111
H -32.71 1.86 -0.88  0.1191
H -31.37 3.90 -0.73  0.0763
H -33.09 4.32 -1.11  0.1096
H -32.17 4.51 -3.52  0.1145
H -31.12 6.38 -1.54  0.1057
H -32.77 6.42 -1.87  0.1181
H -30.67 6.64 -4.06  0.1154
H -31.43 8.09 -3.31  0.1189
H -31.64 7.11 -6.25  0.0845
H -32.11 8.65 -5.40  0.0868
H -33.25 7.62 -6.32  0.0870
C -24.82 3.19 -1.78  0.0337
N -23.82 3.56 -0.71  -0.4298
O -22.98 2.76 -0.42  0.0818
O -24.06 4.59 -0.12  0.0406
H -24.70 3.69 -2.74  0.0707
H -25.77 3.49 -1.35  0.0741
H -24.83 2.11 -1.97  0.0952
C -23.91 7.90 -5.28  0.0852
N -22.90 9.01 -5.54  -0.3737
O -23.23 9.98 -6.19  0.0418
O -21.75 8.88 -5.10  0.0418
H -24.33 8.24 -4.33  0.0906
H -23.24 7.06 -5.13  0.0836
H -24.61 7.85 -6.11  0.0828
C -23.94 12.73 -4.27  0.0548
N -24.18 12.04 -2.96  -0.4031
O -25.13 11.34 -2.92  0.0698
O -23.22 12.09 -2.12  0.0322
H -23.17 13.47 -4.04  0.0964
H -24.83 13.15 -4.75  0.1009
H -23.50 12.03 -4.98  0.0745
C -28.34 9.90 0.32  0.0491
N -29.39 9.46 -0.66  -0.4171
O -29.06 9.40 -1.82  0.0488
O -30.49 9.10 -0.24  0.0459
H -28.44 10.96 0.55  0.1034
H -27.36 9.67 -0.10  0.0783
H -28.53 9.30 1.21  0.0889
C -21.98 2.47 -5.89  0.0415
N -21.73 1.91 -4.53  -0.3962
O -20.65 1.33 -4.36  0.0622
O -22.60 2.11 -3.67  0.0348
H -23.03 2.65 -6.13  0.0820
H -21.40 2.01 -6.70  0.1033
H -21.60 3.49 -5.85  0.0877
C -26.24 7.30 -2.04  0.0778
N -24.99 6.58 -2.52  -0.4445
O -25.14 5.91 -3.49  0.0234
O -23.93 6.81 -1.99  0.0741
H -26.06 8.34 -2.32  0.0827
H -26.34 7.16 -0.96  0.0838
H -27.06 6.91 -2.65  0.0811